Entry 1:
DFT (the ωB97M-V functional and the def2-TZVPD basis) results for a molecular structure, C4H6O2.

For the orbital gap, the calculation gives 10.81 eV. The value obtained for the energy above the lowest of the compared OMol25 structures with the same formula, charge and spin is 1.962 eV. The value obtained for the LUMO energy is 0.97 eV. The value obtained for the highest occupied orbital energy is -9.8 eV.

Structure (XYZ):
```
12
C4H6O2 | the Open Molecules 2025 dataset | the ωB97M-V functional and the def2-TZVPD basis
O 2.34106 -1.22797 0.32271
C 1.26192 -0.74689 0.56543
C 0.33832 -0.14982 -0.46095
C -1.13828 -0.53105 -0.24237
O -1.41356 0.71357 0.41080
C -0.16008 1.24553 -0.03195
H 0.87411 -0.69706 1.60878
H 0.75624 -0.26060 -1.46319
H -1.70059 -0.63638 -1.17928
H -1.34478 -1.39258 0.40340
H 0.38824 1.74473 0.77641
H -0.28138 1.94048 -0.87202
```

Results of the natural (NBO) charge analysis, in e, for atoms 1 through 6: O -0.51; C 0.44; C -0.39; C -0.05; O -0.53; C -0.04


Entry 2:
DFT (the ωB97M-V functional and the def2-TZVPD basis) results for a molecular structure, C35H41IrN7O3P2Se.

For the orbital gap (spin up / spin down), the calculation gives 4.77 / 4.21 eV. The value obtained for the energy above the lowest of the compared OMol25 structures with the same formula, charge and spin is 0.937 eV. The value obtained for the LUMO energy (spin up / spin down) is -11.77 / -14.14 eV. The value obtained for the highest occupied orbital energy (spin up / spin down) is -16.5 / -18.3 eV. As for the spin multiplicity: 6. The net charge is +4.

Structure (XYZ):
```
90
C35H41IrN7O3P2Se | the Open Molecules 2025 dataset | the ωB97M-V functional and the def2-TZVPD basis
Ir -0.42676 0.75809 0.80282
C 0.27765 -5.36429 3.80038
C 0.76761 -4.48703 2.64437
O 1.46460 -4.82653 1.64405
N 0.42368 -3.15693 2.83605
C 0.73040 -2.18676 1.82506
C 0.88957 -0.91781 2.61362
C 1.98453 -0.59687 3.42681
C 1.90513 0.27833 4.48575
C 0.69498 0.96561 4.62277
C -0.35280 0.71578 3.77224
N -0.17528 -0.06843 2.65071
H 0.95717 -5.14947 4.62009
H 0.36147 -6.39737 3.59720
H -0.71988 -4.98740 4.08855
H -0.34993 -2.97798 3.47513
H -0.04266 -1.90985 1.11716
H 1.66770 -2.52673 1.37016
H 2.88387 -1.13922 3.26219
H 2.75949 0.35904 5.13597
H 0.53126 1.73619 5.37961
H -1.35004 1.13432 3.94807
O -6.04744 -3.33479 -0.03433
C -5.06377 -3.22924 -1.07472
C -4.09417 -2.14217 -0.66253
C -4.16991 -1.58651 0.61829
C -3.26093 -0.65370 1.16724
N -2.31114 -0.17475 0.33857
C -2.25212 -0.63036 -0.97196
C -3.02372 -1.67390 -1.45300
C -1.34988 0.08948 -1.77082
C -1.73761 0.55847 -3.02023
C -0.80964 1.17892 -3.83410
C -1.03843 1.26185 -5.31377
O -2.03903 0.25235 -5.61698
C 0.46350 1.38483 -3.29507
C 0.79858 0.99077 -2.03752
N -0.11342 0.44810 -1.21718
H -6.86421 -3.71711 -0.34217
H -5.61223 -3.00614 -2.01662
H -4.55354 -4.18750 -1.19451
H -5.04787 -1.83808 1.25203
H -3.32915 -0.21516 2.15827
H -2.89138 -1.98451 -2.47809
H -2.74300 0.18327 -3.33076
H -0.11526 0.97398 -5.87575
H -1.37782 2.29005 -5.64753
H -2.36910 0.44135 -6.49178
H 1.21577 1.87893 -3.89541
H 1.82284 1.09378 -1.64058
C 3.13791 2.12501 0.58872
P 1.36145 2.37446 1.08900
C 1.72546 3.15161 2.68890
C 0.86912 3.69490 0.07652
C 1.71991 4.46318 -0.77277
C 1.24474 5.44499 -1.60551
C -0.15946 5.57465 -1.73843
C -0.97246 4.88661 -0.85537
C -0.47952 3.97985 0.10103
P -1.54112 2.77144 0.89074
C -1.83757 3.60753 2.49943
C -3.22537 2.76649 0.15596
H 3.18094 1.69270 -0.41693
H 3.54292 1.39538 1.32493
H 3.71075 3.01863 0.61520
H 2.12084 4.13762 2.42853
H 2.54041 2.60473 3.13078
H 0.86135 3.21375 3.37791
H 2.77793 4.17349 -0.83012
H 1.91368 6.01403 -2.23588
H -0.59327 6.13597 -2.52685
H -2.07206 4.94035 -0.98086
H -0.93051 4.15511 2.74496
H -1.95642 2.95572 3.34927
H -2.72413 4.22980 2.34183
H -3.50633 3.86514 0.05723
H -3.92208 2.22010 0.84516
H -3.21035 2.18805 -0.73854
Se 5.30802 -1.82178 -0.16559
N 5.96234 -2.74991 -1.52151
C 4.92135 -3.24798 -2.23868
C 5.03390 -4.15610 -3.27503
C 3.96969 -5.00621 -3.55854
C 2.77089 -4.71172 -2.84307
N 2.52644 -3.69310 -1.98597
C 3.58621 -2.96440 -1.63965
N 3.55151 -2.06145 -0.62079
H 6.00573 -4.19739 -3.79609
H 3.97467 -5.82629 -4.23083
H 1.84487 -5.25185 -3.16681
```

Results of the Löwdin charge analysis, in e, for atoms 1 through 6: Ir 1.26; C 0.04; C -0.43; O 0.02; N 0.06; C -0.14


Entry 3:
DFT (the ωB97M-V functional and the def2-TZVPD basis) results for 3 unconnected molecules or ions with the total composition C20H35NO7.

As for the SMILES: [H]/N=C(/C)C[C@H](CCCCCOCC)OC=O.O=C1CCCO1.O=C1CCCO1. For the orbital gap, the calculation gives 9.58 eV. The value obtained for the LUMO energy is -0.14 eV. The value obtained for the highest occupied orbital energy is -9.7 eV.

Structure (XYZ):
```
63
C20H35NO7 | the Open Molecules 2025 dataset | the ωB97M-V functional and the def2-TZVPD basis
C -2.39433 -3.14151 -6.38878
C -0.74185 -3.05386 -6.29992
O -0.26885 -1.70993 -5.83219
C 0.09103 -1.86854 -4.40674
C 0.52176 -0.42396 -3.69245
C 0.12631 -0.57624 -2.09011
C 0.87684 0.50342 -1.10893
C 1.42913 -0.17253 0.31812
C 0.19737 -0.86309 1.14778
C 0.63467 -2.01696 2.22522
C 1.81569 -3.03527 1.72348
C 1.85583 -3.87001 0.31046
N 2.92067 -3.20983 2.56636
O -0.42016 0.23896 1.95861
C -1.56281 0.83251 1.24832
O -2.80880 0.36210 1.49538
H -2.77548 -2.37808 -7.19316
H -2.79173 -4.23415 -6.58989
H -2.81175 -2.82717 -5.33465
H -0.39059 -3.91522 -5.58813
H -0.33999 -3.23739 -7.40538
H -0.85892 -2.27285 -3.83918
H 0.94879 -2.68337 -4.33204
H -0.13957 0.43468 -4.18238
H 1.66113 -0.19044 -3.83332
H 0.23930 -1.69794 -1.76486
H -1.03881 -0.32197 -2.03398
H 1.86818 0.83877 -1.68174
H 0.25638 1.48058 -0.93506
H 1.79503 0.75390 0.96457
H 2.29086 -0.89712 0.00050
H -0.67063 -1.28919 0.48669
H 0.84174 -1.47777 3.24757
H -0.33370 -2.69242 2.39829
H 2.92097 -3.73082 -0.20990
H 1.81476 -5.02596 0.60441
H 1.02107 -3.56582 -0.46054
H 2.71204 -2.58706 3.40098
H -1.33795 1.74515 0.52768
O -4.55972 1.37855 8.17524
C -4.26957 1.14901 7.01279
O -3.95686 -0.08820 6.52729
C -3.56555 0.03033 5.16031
C -4.17513 1.32232 4.68269
C -4.15812 2.17505 5.92606
H -2.47172 0.04313 5.10993
H -3.93642 -0.82942 4.59472
H -3.63804 1.76620 3.84028
H -5.21216 1.14992 4.36986
H -3.21251 2.71278 6.03781
H -5.00286 2.86736 5.94930
O 2.87476 2.25886 -2.45228
C 3.00345 3.10151 -1.57961
O 1.96350 3.73066 -0.95764
C 2.47882 4.72712 -0.07600
C 3.89571 4.30663 0.21478
C 4.30915 3.62985 -1.06757
H 2.42840 5.69848 -0.57907
H 1.87031 4.76627 0.83219
H 4.54295 5.14104 0.49759
H 3.90562 3.57778 1.03435
H 4.71492 4.34226 -1.79121
H 5.01747 2.81892 -0.88292
```

Results of the natural (NBO) charge analysis, in e, for atoms 1 through 6: C -0.66; C -0.08; O -0.56; C -0.07; C -0.42; C -0.43


Calculated E_tot (a.u.), listed in the same order as above: -306.43418; -5154.14317; -1364.23252